# 1
# C6H11B4CuF3O5

A molecular structure, C6H11B4CuF3O5 in a non-equilibrium geometry (wB97M-V/def2-TZVPD, the Open Molecules 2025 dataset).

Summary:
- Strongest force on any atom: 3.41 eV/A
- ΔE to the lowest compared entry with this formula, charge and spin: 48.57 kcal/mol
- <S²>: 0.752
- HOMO energy (alpha / beta): -16.6059 / -16.6057 eV
- 2S+1: 2
- DFT total energy: -72122.5948 eV
- HOMO-LUMO gap (alpha / beta): 8.64 / 6.00 eV
- Total charge: +2

Positions of all 30 atoms, in Å:
1 Cu 2.70679 4.09039 0.96306
2 F -1.57408 -2.38161 -1.85273
3 F -3.03189 -3.11035 1.28780
4 F -1.68380 -4.39339 0.03888
5 O -0.23200 2.34324 1.71212
6 O -2.53048 2.05301 0.79131
7 O -0.66900 2.35278 -0.70100
8 O 2.87143 2.37568 0.07194
9 O 1.87379 0.07350 0.31553
10 C -2.37146 0.36871 -1.27307
11 C -2.29665 -3.26912 0.22496
12 C 2.84456 -0.49751 -0.60463
13 C 3.63497 -1.61202 0.21225
14 C -2.76884 -0.80956 -0.29521
15 C -2.18060 -2.18768 -0.70994
16 B 0.20493 2.09147 0.37024
17 B -1.59817 1.99220 1.87976
18 B -1.86284 1.61892 -0.37784
19 B 1.75819 1.44180 0.22771
20 H -2.40695 -0.64237 0.76181
21 H -2.05238 1.62878 2.91606
22 H 3.59621 0.22688 -1.00299
23 H -3.89131 -0.93105 -0.22559
24 H -3.23677 0.73957 -1.87906
25 H -1.54287 0.10400 -1.97377
26 H 2.84261 -2.14480 0.81138
27 H 2.39172 -1.02601 -1.47990
28 H 4.21161 -2.29910 -0.44722
29 H 4.27479 -1.10147 0.98404
30 H 2.71848 2.90509 -0.74590

Forces on atoms 1 to 6 (eV/Å):
0.124 0.408 0.838
-0.646 -0.013 1.627
1.308 -0.588 -1.468
-1.086 1.312 0.607
-1.219 -1.373 -1.633
2.314 -1.745 -0.155

=====

# 2
# C5H11NO

A single C5H11NO molecule in a non-equilibrium geometry (wB97M-V/def2-TZVPD, the Open Molecules 2025 dataset).

Summary:
- Strongest force on any atom: 1.31 eV/A
- ΔE to the lowest compared entry with this formula, charge and spin: 53.82 kcal/mol
- HOMO energy: -9.3366 eV
- 2S+1: 1
- DFT total energy: -8899.3635 eV
- HOMO-LUMO gap: 10.36 eV
- Total charge: 0

Positions of all 18 atoms, in Å:
1 O 0.72291 0.50333 -1.59612
2 N -0.85577 -0.50142 -0.52697
3 C 0.25227 1.61586 0.85153
4 C 1.13391 0.70864 -0.05244
5 C -0.41678 -0.19729 -1.65831
6 C 1.62089 -0.53732 0.73174
7 C -2.03093 -1.23145 -0.27864
8 H -0.30326 2.33065 0.24287
9 H -1.76588 -2.08173 0.36055
10 H -0.90193 -0.46492 -2.63063
11 H 1.99969 -1.28613 0.03616
12 H 0.87144 -1.01465 1.38297
13 H 0.90661 2.20972 1.51880
14 H 2.46585 -0.25192 1.38514
15 H -2.52517 -1.58452 -1.19125
16 H -0.46094 1.08968 1.50672
17 H -2.70526 -0.58500 0.29253
18 H 1.99235 1.27849 -0.37467

Forces on atoms 1 to 6 (eV/Å):
0.104 0.075 1.299
-0.470 -0.334 0.060
0.065 -0.007 -0.435
0.327 0.230 -0.417
-0.058 -0.062 0.851
-0.009 0.086 -0.421

=====

# 3
# C59H45N6O5S3Ti

A molecular structure, C59H45N6O5S3Ti in a non-equilibrium geometry (wB97M-V/def2-TZVPD, the Open Molecules 2025 dataset).

Summary:
- Strongest force on any atom: 3.75 eV/A
- ΔE to the lowest compared entry with this formula, charge and spin: 33.15 kcal/mol
- <S²>: 0.802
- HOMO energy (alpha / beta): -11.2263 / -11.8999 eV
- 2S+1: 2
- DFT total energy: -136698.4273 eV
- HOMO-LUMO gap (alpha / beta): 4.62 / 5.29 eV
- Total charge: +2

Positions of all 119 atoms, in Å:
1 Ti 1.07201 -0.67065 1.19194
2 S -1.27119 -1.58207 -0.79207
3 S -1.43630 0.84714 1.63434
4 S 0.70373 1.12124 -0.71255
5 O -1.87265 1.00630 0.26395
6 O -0.67707 -0.49093 1.69688
7 O 0.23398 -1.38717 -0.54324
8 O 1.89401 0.61548 0.14216
9 O -0.06881 1.87953 1.68009
10 N 0.56047 1.90156 5.43088
11 N -1.54319 -6.48685 7.16827
12 N 1.79605 0.38188 2.92769
13 N 2.38122 -2.18266 0.59216
14 N 3.41168 -4.54073 -0.45619
15 N 1.17128 -1.92369 2.63768
16 C -2.44434 -5.10561 -2.36622
17 C 1.34836 -3.24062 2.40539
18 C 2.13698 3.56767 -0.91244
19 C -0.26674 4.93617 -1.19284
20 C -3.26395 3.81856 -4.38891
21 C -2.13631 -6.21689 -4.61878
22 C -0.99244 3.45895 3.17058
23 C 1.23678 0.62505 -2.34580
24 C 2.35627 -0.62872 -6.17881
25 C -0.33341 6.13640 5.82739
26 C -1.18402 0.45515 -2.86679
27 C 3.66905 -3.36278 -1.01457
28 C 2.20390 1.59917 2.73639
29 C 0.37975 0.71002 5.02468
30 C 0.93222 2.88801 -0.88741
31 C 2.59823 0.54279 -2.67128
32 C -1.60925 -4.41733 5.99967
33 C -0.36862 -4.68150 5.41606
34 C -0.04257 4.86829 5.07107
35 C 2.66123 -4.55888 0.62406
36 C 0.87514 -4.18020 3.30111
37 C 0.90396 7.11520 -1.48111
38 C 0.22769 -3.72194 4.47261
39 C -3.27714 1.72673 -3.18210
40 C 0.18190 -2.36276 4.74674
41 C -3.94067 2.86801 -3.67599
42 C 1.98892 -0.22220 -4.87902
43 C -1.85318 -5.13733 -3.62660
44 C 0.60736 -0.12361 -4.54895
45 C -3.25441 -0.24767 -1.81975
46 C -0.97192 -4.10996 -3.96781
47 C -1.89262 1.55488 -3.44823
48 C -2.21394 -4.04981 -1.50022
49 C 0.27203 -5.87271 5.75542
50 C 0.93444 5.64077 -1.25529
51 C 0.24346 0.29624 -3.23573
52 C 1.10118 4.18949 5.35287
53 C -1.03915 4.44117 4.16068
54 C 3.15959 -2.18172 -0.49381
55 C -1.89872 3.64915 -4.66178
56 C -0.72592 -3.05728 -3.10932
57 C 2.12776 4.94100 -1.10138
58 C 1.46534 2.82396 4.84174
59 C 0.04093 -0.83840 -6.78772
60 C 2.96520 0.11288 -3.91408
61 C -3.95400 0.76020 -2.40622
62 C -2.15029 -5.35634 6.86488
63 C 1.40368 -0.93240 -7.11297
64 C 0.70620 -1.44537 3.81760
65 C -1.86224 -0.37054 -2.00092
66 C -0.35004 -0.44521 -5.53646
67 C -1.23204 2.53999 -4.21607
68 C -0.36230 -6.73535 6.63834
69 C -0.27253 3.57045 -1.01010
70 C 0.08288 2.73680 2.73217
71 C 1.48771 2.79547 3.26935
72 C 2.11863 -3.39145 1.17433
73 C -1.36933 -3.01696 -1.88081
74 C 0.92960 -0.03953 3.92653
75 H 3.07169 3.04122 -0.78497
76 H -0.70070 -1.07084 -7.53739
77 H -2.88899 -6.91153 -4.25847
78 H -1.39884 -0.36402 -5.29532
79 H -0.70234 6.91757 5.16515
80 H 3.05566 1.73299 2.07352
81 H -0.04336 -2.26999 -3.39015
82 H -2.47850 -5.77653 -5.55516
83 H 0.41922 7.61731 -0.64463
84 H 4.00810 0.03548 -4.18080
85 H 3.32745 0.84073 -1.93210
86 H 0.32092 7.34219 -2.37148
87 H -3.74219 -0.96843 -1.18021
88 H 3.38003 -1.21711 -0.93430
89 H 2.49574 -5.52676 1.07513
90 H 1.98681 3.71276 2.93566
91 H -0.34140 0.15649 5.62080
92 H -1.90295 3.27284 2.61316
93 H -4.99371 2.98301 -3.46680
94 H 2.48393 2.58915 5.17364
95 H -5.01502 0.86447 -2.24331
96 H 3.06607 5.47354 -1.13893
97 H 1.77259 4.61121 6.08606
98 H 0.09317 -7.67178 6.92370
99 H -3.10305 -5.90262 -2.05761
100 H -1.19605 3.01374 -0.95440
101 H -0.48478 -4.12885 -4.93180
102 H 3.40494 -0.68113 -6.43041
103 H -2.69675 -4.01820 -0.53410
104 H 0.95743 -5.23840 3.11019
105 H -3.77622 4.69704 -4.75126
106 H -0.21624 -2.02119 5.68947
107 H -2.14841 -3.51223 5.76289
108 H -1.10340 5.95401 6.57750
109 H -1.97465 4.98037 4.22655
110 H 1.25269 -6.09983 5.36743
111 H 1.69210 -1.23619 -8.10757
112 H -3.11371 -5.20110 7.32984
113 H -1.19990 5.46807 -1.28943
114 H -1.37327 4.40263 -5.23085
115 H 4.31073 -3.38257 -1.88277
116 H -0.18013 2.42648 -4.43241
117 H 1.90082 7.52622 -1.60075
118 H 0.55881 6.50379 6.32924
119 H -1.22380 -6.76994 -4.83794

Forces on atoms 1 to 6 (eV/Å):
0.672 -0.304 0.795
-0.628 -1.080 -1.893
-1.111 1.575 0.500
0.676 2.357 -2.838
-0.607 0.221 0.500
-0.665 -0.400 0.210

=====

# 4
# C2H4N6O5

3 unconnected molecules or ions with the total composition C2H4N6O5 in a non-equilibrium geometry (wB97M-V/def2-TZVPD, the Open Molecules 2025 dataset).

Summary:
- Strongest force on any atom: 2.78 eV/A
- ΔE to the lowest compared entry with this formula, charge and spin: 34.09 kcal/mol
- HOMO energy (alpha / beta): -8.9033 / -8.9022 eV
- 2S+1: 1
- DFT total energy: -21307.4636 eV
- HOMO-LUMO gap (alpha / beta): 8.93 / 8.93 eV
- Total charge: 0

Positions of all 17 atoms, in Å:
1 O -0.03295 2.35120 -0.39942
2 O -2.75090 3.51901 0.33224
3 O -0.11115 0.56113 2.12352
4 O 4.31278 1.32006 0.67757
5 O 1.78105 2.59262 -1.52618
6 N 0.48127 -0.45482 0.26106
7 N -0.38841 -0.03156 1.05457
8 N -2.73385 1.29120 0.01628
9 N 0.06460 -0.92813 -0.90930
10 N -2.72228 2.38765 0.17135
11 N 1.17481 2.26012 -0.53080
12 C 1.89393 1.71348 0.55199
13 C 3.18567 1.52331 0.58016
14 H -0.93323 -1.06749 -1.05630
15 H -1.39871 -0.06702 0.77768
16 H 0.69522 -1.57683 -1.34733
17 H 1.30568 1.46246 1.45031

Forces on atoms 1 to 6 (eV/Å):
-0.250 0.093 0.026
0.043 2.759 0.372
-0.130 0.035 0.797
-0.167 -0.008 -0.024
0.369 0.175 -0.596
0.357 -0.568 1.027

=====

# 5
# C4H4F12NaO14S4

A molecular structure, C4H4F12NaO14S4 in a non-equilibrium geometry (wB97M-V/def2-TZVPD, the Open Molecules 2025 dataset).

Summary:
- Strongest force on any atom: 5.51 eV/A
- HOMO energy: -2.7392 eV
- 2S+1: 1
- DFT total energy: -113245.7685 eV
- HOMO-LUMO gap: 5.36 eV
- Total charge: -3

Positions of all 39 atoms, in Å:
1 S 0.24439 1.00924 5.67055
2 S -7.01824 1.12656 0.66452
3 S -0.82088 -6.19529 -2.44312
4 S 6.28264 0.57074 -2.18861
5 Na -0.23050 1.77954 -0.76910
6 F 1.52394 2.23940 7.80704
7 F -0.73958 -5.43155 0.16842
8 F -8.89322 -0.73121 0.22341
9 F -0.99001 -3.76212 -1.31778
10 F 7.86036 1.56528 -0.31630
11 F 0.96939 -4.77393 -0.95191
12 F -6.80138 -1.57412 0.44762
13 F 2.44868 2.52306 5.88483
14 F 8.93276 1.02084 -2.27470
15 F 0.64401 3.63969 6.37176
16 F -7.30187 -0.71454 -1.31444
17 F 7.63418 2.82745 -2.19262
18 O 0.75916 -0.00100 -5.10654
19 O -0.13349 -7.48738 -2.10849
20 O -0.29680 -5.64098 -3.74314
21 O -7.33672 0.98337 2.09270
22 O -2.28204 -6.34419 -2.52837
23 O -1.05021 1.03047 6.36593
24 O 5.07523 1.11717 -1.51500
25 O -0.65799 6.02819 -1.63400
26 O 6.09967 0.44495 -3.68700
27 O 6.67703 -0.78699 -1.68899
28 O -5.54375 1.24665 0.40972
29 O 0.85913 -0.31433 5.99239
30 O -7.86083 2.20000 -0.00903
31 O 0.23925 1.28967 4.24392
32 C 7.84083 1.60726 -1.71851
33 C -7.58716 -0.59206 -0.03055
34 C 1.30337 2.48928 6.48066
35 C -0.37356 -4.96096 -1.04737
36 H 1.10194 -0.88957 -5.01067
37 H -1.42992 6.17944 -2.17942
38 H -0.45418 6.88678 -1.26318
39 H 1.30620 0.39538 -5.78467

Forces on atoms 1 to 6 (eV/Å):
-1.118 -3.465 1.361
0.535 2.614 0.547
0.528 -2.951 -3.960
-2.218 -4.799 -1.552
0.034 -0.219 0.193
-0.133 0.445 -0.617

=====

# 6
# C3H6N3O2

A gas-phase ion, C3H6N3O2 (charge +1) in a non-equilibrium geometry (wB97M-V/def2-TZVPD, the Open Molecules 2025 dataset).

Summary:
- Strongest force on any atom: 5.53 eV/A
- ΔE to the lowest compared entry with this formula, charge and spin: 190.84 kcal/mol
- HOMO energy (alpha / beta): -14.0550 / -14.0542 eV
- 2S+1: 1
- DFT total energy: -11757.9637 eV
- HOMO-LUMO gap (alpha / beta): 7.18 / 7.18 eV
- Total charge: +1

Positions of all 14 atoms, in Å:
1 O 0.52317 -0.92732 -0.74664
2 O 3.19716 0.84221 0.26454
3 N 2.11284 0.63420 -0.15620
4 N 1.61497 -0.67789 0.02141
5 N -1.31889 -1.81337 0.31458
6 C -0.92504 1.84919 -0.27574
7 C -0.69712 -0.71917 -0.07770
8 C -1.15090 0.50967 -0.15573
9 H -2.26766 -1.92876 0.77353
10 H -1.38417 2.34831 -1.13109
11 H -0.99995 -2.83430 0.38000
12 H 0.31793 1.80622 -0.17299
13 H -1.17396 2.38936 0.63769
14 H 2.15161 -1.47835 0.32434

Forces on atoms 1 to 6 (eV/Å):
-0.742 0.277 -0.383
-0.465 -0.533 0.027
-0.176 -0.806 -0.083
0.551 1.873 0.762
-2.364 -4.547 2.072
0.728 1.348 0.511

=====

# 7
# C5H9N

A molecular structure, C5H9N (wB97M-V/def2-TZVPD, the Open Molecules 2025 dataset).

Summary:
- Strongest force on any atom: 0.41 eV/A
- ΔE to the lowest compared entry with this formula, charge and spin: 119.51 kcal/mol
- HOMO energy: -8.3836 eV
- 2S+1: 1
- DFT total energy: -6815.8125 eV
- HOMO-LUMO gap: 9.52 eV
- Total charge: 0

Positions of all 15 atoms, in Å:
1 N 0.67121 -0.59177 -0.55532
2 C -0.53313 -0.50791 0.24778
3 C 1.69562 0.45473 -0.50753
4 C -1.23196 0.79676 0.49356
5 C 2.14685 -0.64392 0.37775
6 C -1.82544 -0.21552 -0.45043
7 H 1.32752 1.37271 -0.05442
8 H 2.18624 0.62063 -1.46747
9 H -0.81787 1.69946 0.05481
10 H -2.71485 -0.76264 -0.15242
11 H -0.56572 -1.23895 1.05263
12 H 1.32984 -1.49548 -0.38806
13 H -1.75634 0.00385 -1.51200
14 H 1.78564 -0.43645 1.39727
15 H -1.69760 0.94451 1.46385

Forces on atoms 1 to 6 (eV/Å):
-0.087 -0.059 -0.050
0.008 -0.085 0.128
0.014 0.213 -0.102
0.043 0.166 0.102
0.110 0.247 0.303
-0.122 -0.085 -0.128

=====

# 8
# C12H24F6IO2P2Ti

A molecular structure, C12H24F6IO2P2Ti in a non-equilibrium geometry (wB97M-V/def2-TZVPD, the Open Molecules 2025 dataset).

Summary:
- Strongest force on any atom: 6.08 eV/A
- <S²>: 0.777
- HOMO energy (alpha / beta): -14.9170 / -15.0027 eV
- 2S+1: 2
- DFT total energy: -83007.5939 eV
- HOMO-LUMO gap (alpha / beta): 3.26 / 3.71 eV
- Total charge: +2

Positions of all 48 atoms, in Å:
1 I 2.93380 0.33439 0.74482
2 Ti 0.66167 0.32111 -0.76704
3 P 0.77293 -2.27798 -1.04148
4 P 0.80112 2.83588 -0.96375
5 F 0.07704 -2.51367 2.60508
6 F -0.44475 1.29004 3.08132
7 F -0.89194 -2.46761 4.59134
8 F 0.54231 -0.91455 4.04198
9 F -2.49055 1.21682 2.28927
10 F -2.11413 0.97895 4.45358
11 O -0.58262 0.10436 0.51918
12 O -2.57805 0.64523 -0.82419
13 C -1.58225 -0.84638 2.97855
14 C -2.69027 -1.50182 2.26077
15 C -0.49126 -1.65455 3.55669
16 C 2.18912 -2.78408 -0.02703
17 C -1.39530 0.57766 -0.83078
18 C -1.64720 0.63697 3.19998
19 C -0.64905 3.59995 -0.18488
20 C 2.22009 3.57634 -0.08228
21 C -0.05271 0.34176 -2.75355
22 C -0.63883 -3.20086 -0.39029
23 C 0.94631 3.54731 -2.62626
24 C 1.00244 -2.97732 -2.68928
25 H 0.06257 -2.83854 -3.25225
26 H -0.74281 3.21534 0.84786
27 H 2.38822 4.61990 -0.39751
28 H 2.02921 3.49715 0.99672
29 H -3.67903 -1.63294 2.78659
30 H 0.85833 0.36835 -3.38050
31 H 1.24621 -4.04750 -2.61925
32 H -0.48309 -4.27185 -0.61341
33 H -0.48188 4.68845 -0.18771
34 H -1.59237 -2.85497 -0.81632
35 H 0.01459 3.38592 -3.19019
36 H -0.58110 -0.60494 -2.95933
37 H 3.10234 2.95975 -0.31025
38 H -2.96358 -0.94422 1.35328
39 H 1.15830 4.62068 -2.48817
40 H 2.50244 -3.80875 -0.24616
41 H -2.40338 -2.50136 1.94913
42 H -0.68873 1.18894 -3.05930
43 H -0.65813 -3.06776 0.70333
44 H -1.56092 3.33685 -0.74601
45 H 3.03385 -2.09963 -0.22136
46 H 1.93820 -2.69281 1.04070
47 H 1.78490 3.04807 -3.13933
48 H 1.81795 -2.43210 -3.19233

Forces on atoms 1 to 6 (eV/Å):
-0.834 0.369 -0.551
1.914 -0.728 2.185
0.578 0.107 0.043
0.528 0.841 0.150
-1.493 1.747 1.193
-1.533 -1.584 -0.078

=====

Look up the total charge of the eighth one. +2

=====

The lowest DFT total energy belongs to which entry? C59H45N6O5S3Ti

=====

Among the records above, which one has the lowest strongest force on any atom? C5H9N